# 1
ORCA calculation (ωB97M-V/def2-TZVPD) on one molecule with the formula C5H8O.

Geometry as XYZ:
```
14
Properties=species:S:1:pos:R:3
C -1.17 -0.41 -2.28
C -0.21 0.13 -1.80
C 0.70 0.82 -0.92
C 0.12 0.75 0.50
C 0.17 -0.65 1.11
O -0.39 -0.61 2.40
H -1.92 -0.97 -2.76
H 0.77 1.86 -1.25
H 1.69 0.37 -0.99
H 0.70 1.42 1.15
H -0.91 1.14 0.46
H -0.37 -1.35 0.47
H 1.22 -0.99 1.16
H -0.39 -1.51 2.75
```

The calculation puts the energy above the lowest of the compared OMol25 structures with the same formula, charge and spin at 52.0 kcal/mol. As for the charge: 0. The HOMO-LUMO gap is 10.92 eV. The calculation puts the electronic energy at -7360.0018 eV. As for the largest force on an atom: 0.84 eV/A.

Here are the Mulliken charges for atoms 1 to 8, given in e: C 0.0342; C -0.4553; C -0.5456; C -0.6065; C -0.4070; O -0.5105; H 0.4089; H 0.2878

# 2
ORCA calculation (ωB97M-V/def2-TZVPD) on C20H42NP3RuSe as an isolated structure.

Geometry as XYZ:
```
68
Properties=species:S:1:pos:R:3
Ru 0.06 -0.20 0.57
P -1.17 -1.94 0.91
P 1.61 -0.49 2.14
P 1.30 -1.16 -1.00
H -3.06 3.26 -4.78
C -3.29 2.31 -5.27
C -3.59 1.21 -4.57
H -3.67 1.22 -3.48
C -2.81 -1.74 1.71
C -0.56 -3.42 1.81
C -1.73 -2.60 -0.71
C 2.79 0.90 2.35
C 1.07 -0.69 3.87
C 2.84 -1.86 2.12
C 0.68 -1.10 -2.73
C 1.81 -2.93 -0.97
C 2.90 -0.29 -1.25
H -3.35 2.34 -6.38
H -3.86 0.28 -5.08
H -3.38 -0.95 1.21
H -2.71 -1.50 2.77
H -3.35 -2.69 1.60
H -0.26 -3.19 2.83
H 0.28 -3.91 1.31
H -1.39 -4.15 1.87
H -2.03 -1.75 -1.35
H -2.60 -3.24 -0.53
H -0.95 -3.18 -1.23
H 3.52 0.68 3.14
H 2.23 1.80 2.64
H 3.33 1.09 1.42
H 1.95 -0.70 4.53
H 0.54 -1.63 4.01
H 0.44 0.14 4.18
H 3.37 -1.86 3.08
H 3.58 -1.71 1.33
H 2.35 -2.82 2.00
H 1.34 -1.70 -3.38
H 0.69 -0.06 -3.07
H -0.34 -1.49 -2.81
H 2.29 -3.18 -1.93
H 0.96 -3.60 -0.84
H 2.53 -3.12 -0.17
H 3.36 -0.64 -2.18
H 3.60 -0.47 -0.43
H 2.72 0.78 -1.34
C 0.87 2.83 -1.78
C -0.35 2.51 -2.40
C -0.35 2.05 -3.72
C 0.81 2.13 -4.52
C 2.00 2.62 -3.93
C 2.03 2.92 -2.56
Se 0.97 3.05 0.11
H -0.27 2.25 0.44
H -1.29 2.50 -1.84
H -1.26 1.59 -4.11
H 0.81 1.82 -5.58
H 2.92 2.73 -4.54
H 2.97 3.21 -2.06
C -2.64 1.87 5.24
C -2.10 2.40 3.90
C -1.55 1.42 3.00
N -1.07 0.73 2.18
H -3.29 1.00 5.09
H -3.24 2.62 5.75
H -1.82 1.61 5.90
H -2.90 2.95 3.38
H -1.30 3.12 4.13
```

The spin multiplicity is 6. The calculation puts the energy above the lowest of the compared OMol25 structures with the same formula, charge and spin at 0.0 kcal/mol. As for the charge: +3. The HOMO-LUMO gap (alpha / beta) is 6.89 / 4.02 eV. The calculation puts the electronic energy at -118675.2166 eV. As for the largest force on an atom: 6.18 eV/A. The expectation value of S² is 8.78.

Here are the Mulliken charges for atoms 1 to 8, given in e: Ru -0.2914; P 1.3469; P 1.1416; P 0.8971; H 0.2748; C -0.4915; C -0.4820; H 0.2651

# 3
ORCA calculation (ωB97M-V/def2-TZVPD) on a 2-piece molecular cluster, CH3FN2 overall.

Geometry as XYZ:
```
7
Properties=species:S:1:pos:R:3
N 0.79 -0.15 0.07
C -0.26 -0.61 -0.02
N -1.29 -1.36 -0.42
H -1.05 -2.07 -1.12
H -2.17 -1.24 0.09
F 2.45 2.78 0.68
H 1.55 2.66 0.72
```

The calculation puts the energy above the lowest of the compared OMol25 structures with the same formula, charge and spin at 7.6 kcal/mol. As for the charge: 0. The HOMO-LUMO gap is 10.64 eV. The calculation puts the electronic energy at -6782.5652 eV. As for the largest force on an atom: 1.29 eV/A.

What are the Mulliken partial charges on each atom? They are as follows, in elementary charge units: N -0.3637; C 0.3189; N -0.4166; H 0.2356; H 0.2342; F -0.3951; H 0.3867

# 4
ORCA calculation (ωB97M-V/def2-TZVPD) on one molecule with the formula C5H8N2.

Geometry as XYZ:
```
15
Properties=species:S:1:pos:R:3
C 0.51 -2.46 0.61
C 0.34 -1.00 0.27
C 0.48 -0.59 -1.08
C 0.07 0.71 -1.09
N -0.25 1.05 0.17
C -0.76 2.39 0.46
N -0.09 0.01 1.03
H 1.42 -2.84 0.12
H -0.32 -3.02 0.16
H 0.56 -2.71 1.67
H 0.81 -1.19 -1.91
H -0.07 1.41 -1.90
H -1.19 2.75 -0.48
H 0.02 3.10 0.76
H -1.55 2.38 1.21
```

The calculation puts the energy above the lowest of the compared OMol25 structures with the same formula, charge and spin at 17.4 kcal/mol. As for the charge: 0. The HOMO-LUMO gap is 9.95 eV. The calculation puts the electronic energy at -8294.2413 eV. As for the largest force on an atom: 0.39 eV/A.

Here are the Mulliken charges for atoms 1 to 8, given in e: C -1.0671; C 0.7200; C -0.6599; C -0.3274; N 0.7026; C -0.7449; N -0.9878; H 0.2918

# 5
ORCA calculation (ωB97M-V/def2-TZVPD) on a 2-piece molecular cluster, C4H4BrCl3 overall.

Geometry as XYZ:
```
12
Properties=species:S:1:pos:R:3
C -1.22 -1.40 0.48
C -0.60 -0.26 0.35
Cl -1.09 1.02 -0.74
C 0.65 -0.02 1.22
C 1.66 0.89 1.52
Cl 3.06 0.48 2.46
Cl 1.76 2.37 0.75
H -0.73 -2.17 1.22
H -2.04 -1.63 -0.07
H 0.86 -0.98 1.87
Br 1.20 3.96 -2.28
H 2.62 4.39 -2.72
```

The calculation puts the energy above the lowest of the compared OMol25 structures with the same formula, charge and spin at 17.7 kcal/mol. As for the charge: 0. The HOMO-LUMO gap is 9.14 eV. The calculation puts the electronic energy at -111820.4065 eV. As for the largest force on an atom: 4.42 eV/A.

Here are the Mulliken charges for atoms 1 to 8, given in e: C -0.8367; C 0.8151; Cl -0.1577; C -0.6277; C 0.4835; Cl -0.1664; Cl -0.1222; H 0.1570

# 6
ORCA calculation (ωB97M-V/def2-TZVPD) on one molecule with the formula CH2FNO.

Geometry as XYZ:
```
6
Properties=species:S:1:pos:R:3
O 2.34 -0.03 -0.06
N 1.56 -0.93 0.04
C 0.08 -0.50 0.08
F -0.67 -1.58 -0.03
H 0.09 0.11 -0.91
H -0.27 0.09 0.86
```

The calculation puts the energy above the lowest of the compared OMol25 structures with the same formula, charge and spin at 83.4 kcal/mol. As for the charge: 0. The HOMO-LUMO gap is 9.17 eV. The calculation puts the electronic energy at -7321.3410 eV. As for the largest force on an atom: 4.83 eV/A.

What are the Mulliken partial charges on each atom? They are as follows, in elementary charge units: O -0.2754; N 0.0890; C -0.0377; F -0.2193; H 0.1888; H 0.2546